(1)
Here is a 2-piece molecular cluster, C38H36NO3S overall at a distorted geometry from the Open Molecules 2025 dataset. Energies are from the ωB97M-V functional and the def2-TZVPD basis.

Structure (XYZ):
```
79
Properties=species:S:1:pos:R:3
C -5.2839 3.9336 0.0773
C -4.2129 4.3602 0.8624
H -3.2891 2.0506 -1.2369
H 4.9338 3.1147 -0.7482
C -2.3569 -4.9428 -0.5503
H 2.3414 -1.7993 5.6144
C -2.6127 -6.2289 -1.2663
H -3.2053 -6.0632 -2.1683
H 5.1424 4.0074 -3.0627
H -1.6695 -6.7057 -1.5537
H 4.7436 -5.1525 -0.3578
C 2.1281 -0.7908 1.2690
N 2.6604 -0.0819 0.2889
H -5.8515 5.8820 3.4053
C 2.9338 2.3668 -1.0540
C 1.7941 -2.0302 3.5158
C -1.7376 -2.4855 0.7509
C 1.9787 2.7804 -3.2311
C 1.9838 -3.7888 -1.8473
H -1.5527 3.1447 2.5421
H -0.6090 -1.4079 2.2068
H -0.8766 0.7837 2.9250
C 1.8508 2.2796 -1.9365
H 1.5623 -1.6576 -1.9349
C -2.7366 1.7551 -0.3435
H 0.8384 -2.4595 3.8482
H 3.4605 5.0918 -4.9669
H 2.3698 3.8435 -5.5956
C -1.6590 0.0395 1.0458
C 4.0455 -4.3956 -0.7172
H -0.4159 -3.6990 1.9660
H -2.4083 -0.2476 -0.9868
C -6.5803 4.2345 0.5036
H 3.4394 -0.9796 4.4972
H 3.6289 -0.0312 -1.5439
C -1.1340 -3.7213 1.1439
H -3.4412 -1.7255 -0.3988
C -1.7695 2.3686 1.8080
C 4.3118 -3.0446 -0.4794
C 2.3874 -1.2188 4.6855
H -0.9592 -5.8377 0.8226
C 3.2802 4.0119 -5.0174
C 2.8861 -4.7689 -1.4089
H -5.0910 3.3776 -0.8393
C 4.1101 3.0164 -1.4497
O 1.5397 2.0393 1.2101
C -6.7902 4.9321 1.6975
C -4.3983 5.0922 2.0380
H 1.1533 2.6847 -3.9407
O 4.0543 1.9379 1.3017
H 4.1229 3.5710 -5.5609
S 2.8089 1.7421 0.6077
H -7.4245 3.9151 -0.1072
C -2.2828 0.4560 -0.1686
H 1.8458 -0.2816 4.8453
H 2.4718 -2.8812 3.3261
H 0.9196 1.8199 -1.6109
H 5.2088 -2.7223 0.0526
C -5.6996 5.3481 2.4672
C -3.0406 -3.7668 -0.8864
C 3.6760 -0.6278 -0.6249
H -7.8078 5.1558 2.0293
C 3.4039 -2.0774 -0.9101
H 1.0760 -4.0717 -2.3812
C -1.2684 -1.2901 1.3465
H 4.6770 -0.4979 -0.1871
H 2.6866 -5.8247 -1.6104
H -3.5258 5.4139 2.6029
H -3.1522 -6.9455 -0.6351
O -2.8984 4.0337 0.4926
C -2.4776 2.7096 0.6472
C 2.2491 -2.4373 -1.6008
C -1.4386 -4.9084 0.5098
C -2.7984 -2.5820 -0.2090
C 3.1531 3.4217 -3.6424
C 4.2170 3.5215 -2.7431
C 1.5535 -1.3182 2.2449
H -3.7817 -3.8006 -1.6890
C -1.3909 1.0604 2.0049
```

Its total energy is -2147.93389 Ha. The HOMO-LUMO gap is 5.68 eV. For the energy above the lowest of the compared OMol25 structures with the same formula, charge and spin, the calculation gives 66.2 kJ/mol. Its charge is +1.


(2)
Here is a 3-piece molecular cluster, C38H30F6O16 overall at a distorted geometry from the Open Molecules 2025 dataset. Energies are from the ωB97M-V functional and the def2-TZVPD basis.

Structure (XYZ):
```
90
Properties=species:S:1:pos:R:3
H 3.0416 1.3381 -1.7209
H -5.9034 0.2967 -1.7141
H 7.6437 -5.5848 5.8390
C -1.4832 1.2779 1.5330
F -7.5582 -1.2814 -1.1530
C 5.8980 2.8585 -1.4115
C 1.0623 0.7112 1.1812
H 4.5573 4.6970 -3.4289
H 1.1543 0.2284 2.1820
O -6.9051 2.7455 -1.0098
H 6.5215 2.4308 -2.2385
H 5.7352 -2.8117 0.1447
H 4.3081 -2.0025 -0.7462
H 5.2902 3.0668 -3.8413
C 0.9084 2.6678 -2.9633
O 6.8460 -6.9610 0.2236
C 5.7312 1.6901 -0.3471
C 7.1700 -7.3024 2.5173
C -5.6866 3.9255 0.6219
F -6.2623 -3.8960 0.9965
H -9.0978 5.7827 1.4111
H 6.6765 1.6946 0.2644
O -1.7764 3.6074 -1.6032
C -6.6489 -3.4032 -0.2358
F -5.1098 -2.3884 -1.9090
C -5.0497 0.4934 -1.0320
H 4.9054 2.0360 0.3482
C -5.7248 4.8489 1.5881
C -2.7783 0.9832 0.6966
C 7.1001 -4.9998 1.6244
C -8.1924 5.2460 1.1634
C -3.8444 0.1070 1.1613
H 3.0725 3.4483 -4.8364
C -7.1370 -1.9187 0.0070
H 4.6509 -1.6531 0.9996
C 0.9381 1.9913 -1.5562
H 6.4699 3.6735 -0.8779
C -6.8927 3.5911 -0.1313
C -5.5410 -3.5728 -1.3590
F -7.7640 -4.1370 -0.6036
O -4.2719 -5.4235 -0.3290
O 7.5756 -4.7972 5.2651
H -0.0112 3.2988 -3.1248
C -0.2261 1.9480 -0.6591
H 6.7842 -6.1741 -0.3511
C -6.9908 5.5647 1.9343
H -2.7506 -3.1540 -0.6605
C -1.6223 2.5424 -1.0595
C 7.2818 -4.4564 2.9681
C 6.1052 -0.6681 -0.3413
C 3.1163 3.0897 -3.7629
H -4.7776 3.3991 0.3635
H 0.9347 1.9344 -3.8106
H -3.7510 -0.3759 2.1678
H 3.0794 1.9587 -3.7591
O 5.4359 0.4386 -0.9639
H 7.3068 -3.3800 3.0693
C 7.4097 -5.2737 4.0183
O -1.4981 1.4821 2.7208
H -4.0490 1.8607 -2.5023
H 3.2225 0.3062 0.6017
C 2.1667 1.3426 -1.0384
C -3.9823 1.3847 -1.4989
H 7.1298 -8.3783 2.4176
C -5.0145 -0.1474 0.2772
H 6.6644 -0.4153 0.5941
O 2.0147 3.6063 -3.0082
H 6.8178 -1.0862 -1.1160
H -4.9169 5.8596 2.9265
O 4.6320 3.3831 -1.8119
F -8.2789 -2.0203 0.7954
C 2.2366 0.7378 0.2976
F -6.1285 -4.3221 -2.3786
C 7.3759 -6.7600 3.8597
O 6.9940 -4.2908 0.6380
C 7.0388 -6.4846 1.4686
H -8.9561 3.3279 -1.1574
O -6.1945 -1.1588 2.0555
C -2.8382 1.6371 -0.6405
C 5.1254 -1.8712 0.0048
O -4.6271 5.1750 2.2932
O -6.9862 6.3845 2.8332
C -6.0964 -1.0772 0.8548
O -3.0152 -3.8531 -1.2892
O 7.5149 -7.4672 4.8395
C -8.1524 4.3255 0.1957
O -9.2455 4.0169 -0.5291
C -4.2609 -4.3898 -0.9122
C 4.5230 3.5941 -3.2183
C -0.1690 1.3021 0.6780
```

Its total energy is -3268.87946 Ha. The HOMO-LUMO gap is 7.45 eV. As for the SMILES: CCOCCOCCOCc1cccc2c1C(=O)c1ccc(C(=O)C(F)(F)C(F)(F)C(F)(F)C(=O)O)cc1C2=O.O=C1C=C(O)C(=O)C=C1O.O=C1C=C(O)C(=O)C=C1O.


(3)
Here is one molecule with the formula C15H19NO2 at a distorted geometry from the Open Molecules 2025 dataset. Energies are from the ωB97M-V functional and the def2-TZVPD basis.

Structure (XYZ):
```
37
Properties=species:S:1:pos:R:3
C -1.5700 2.5671 0.6318
H 0.6889 -1.2830 -3.3098
H -0.9729 -2.8051 -0.7606
H -0.2615 -5.4545 1.9158
C 0.2701 -0.6782 -2.4268
O 1.2583 4.6490 0.1658
H 0.0896 6.2738 -0.4091
H -1.9114 -4.9231 1.5130
H 3.0434 -0.8738 -0.3415
C 0.2441 5.6444 0.4541
H 0.3674 0.3672 -2.7258
H 0.5940 6.2964 1.2437
C -0.7212 3.6487 0.5441
O -0.9846 4.9499 0.7435
H -2.6202 2.7098 0.8890
C -0.8578 -4.8288 1.2341
C 0.2566 1.0652 0.1975
C -1.2114 -2.4757 0.2582
H 0.6335 -3.3380 0.9596
H -0.7323 -5.2702 0.2609
H 1.2516 -0.7638 0.9324
C 1.1045 2.1596 0.0345
H 2.1274 2.0353 -0.2906
C 0.6130 3.4709 0.1879
C -1.7126 -0.0173 0.6581
C 0.5158 -0.4611 0.1285
H -0.8083 -0.9742 -2.4151
H 2.9270 -1.4577 -1.9966
C 2.5247 -0.7473 -1.2922
H -2.2809 -2.6106 0.4137
N 1.0468 -0.9398 -1.1766
C -0.4204 -3.3603 1.2402
C -0.8570 -1.0220 0.3702
H 2.6983 0.2926 -1.5559
C -1.0673 1.2676 0.5294
H -2.7562 -0.1754 0.9218
H -0.5093 -2.9374 2.2724
```

Its total energy is -788.14987 Ha. The HOMO-LUMO gap is 8.26 eV. As for the SMILES: CCCC1=Cc2cc3c(cc2[C@@H]1N(C)C)OCO3. For the energy above the lowest of the compared OMol25 structures with the same formula, charge and spin, the calculation gives 220.8 kJ/mol.


(4)
Here is C13H29ClFInNO3S as an isolated structure at a distorted geometry from the Open Molecules 2025 dataset. Energies are from the ωB97M-V functional and the def2-TZVPD basis.

Structure (XYZ):
```
50
Properties=species:S:1:pos:R:3
H 2.5593 -3.0600 -5.3216
H 3.8492 2.9783 -2.2993
H -3.0478 -4.4373 2.6260
H 2.4288 3.0105 -0.2175
In 2.1405 -3.5264 -3.6952
C -3.5648 -1.9606 3.9852
H -2.0011 -2.1291 -0.1577
O 1.5825 -0.5354 -2.2959
H -5.0096 -2.9772 2.7631
H -2.6916 -3.7738 4.8165
H -2.0861 -0.9848 1.1943
H 2.7429 6.5649 -1.5927
H 2.4361 4.6617 -3.0499
O 2.4541 -2.0874 -0.7050
C -4.0243 -2.5132 2.6374
C 1.3047 6.0761 -0.0792
S 2.5145 -1.6084 -2.0583
C -1.5676 -1.8673 0.8069
H 1.7872 6.6976 0.6776
C -3.0806 -3.5371 2.0036
C 2.3035 5.6628 -1.1561
C 3.2251 2.1263 -2.0147
Cl 3.5280 -5.4023 -3.0598
C -1.6543 -3.0445 1.7691
H 0.4827 6.6517 -0.5110
H -0.5272 -1.5893 0.6363
H -4.1726 -1.6786 1.9467
C 1.6799 4.8365 -2.2793
H 1.5049 1.6593 -0.8367
C 1.0806 3.4991 -1.8404
H -1.0697 -3.8679 1.3561
H -3.5035 -3.8522 1.0451
H -1.1835 -2.7782 2.7221
H -4.2849 -1.2048 4.3139
C 2.0528 2.5532 -1.1389
H 2.8702 1.6385 -2.9222
H 0.2257 3.6806 -1.1816
C -3.4445 -3.0267 5.0702
N -0.8459 -4.1590 -1.4031
H 0.8817 5.2094 0.4299
H 3.8584 1.4183 -1.4816
H 0.8940 5.4297 -2.7602
F 4.0110 -1.0601 -2.3450
H -3.1539 -2.5785 6.0225
O 0.1185 -4.1203 -3.6300
H 0.6753 2.9945 -2.7225
H -2.6088 -1.4432 3.8729
H -4.3974 -3.5404 5.2187
C -0.3041 -4.1821 -2.4321
H 3.1290 5.1122 -0.6978
```

Its total energy is -1941.71645 Ha. The HOMO-LUMO gap is 9.88 eV. For the energy above the lowest of the compared OMol25 structures with the same formula, charge and spin, the calculation gives 19.2 kJ/mol. Its charge is -1.


(5)
Here is C55H42F9MnN5OPSi as an isolated structure from the Open Molecules 2025 dataset. Energies are from the ωB97M-V functional and the def2-TZVPD basis.

Structure (XYZ):
```
115
Properties=species:S:1:pos:R:3
C -3.6304 1.7707 2.9579
C -5.6458 0.4858 3.1291
N -0.0895 -2.6352 1.6472
C -0.3167 3.2981 2.7129
H 2.9399 1.2109 -2.6731
C 5.5124 -0.3996 -0.2969
C -7.0545 0.2897 3.6460
C -2.6926 2.9004 -0.1916
C 4.6927 0.6290 2.8985
H 4.5864 -5.6579 -3.2155
C -1.6517 3.8233 -2.1486
H -0.3157 0.6594 -6.9722
H -2.6572 0.5956 -1.7786
C -0.5171 1.9216 2.7790
C -0.0492 1.2019 3.8754
N 3.2079 -1.4043 2.6226
C -4.9822 -1.6425 -2.8883
H -3.0604 2.6516 3.2227
H 3.8559 3.5905 1.4757
H 1.7159 -3.3386 0.8789
H 4.7929 2.5601 -1.7686
H 4.3936 -2.2054 -0.5320
C 1.3475 -2.8974 1.8108
H -5.6725 -1.3947 2.1008
H 1.8880 2.3236 0.7302
H -0.1663 -4.2990 0.3690
H 6.2524 -0.8569 0.3466
C 3.6476 0.7584 -1.9859
C 4.6925 1.5207 -1.4854
C -4.2908 -0.4324 -2.7152
C -0.5942 0.3077 -4.8758
H 0.2142 -3.8049 -1.8881
H 6.4482 1.5290 -0.2552
C -3.8099 -0.3630 1.8436
C 0.1144 0.2556 -6.0662
C 1.3333 -5.5862 -2.2955
C 1.3781 -0.3204 -6.0946
H 2.9146 -1.2926 -4.9802
H -1.5829 0.7476 -4.8530
C -3.4823 -2.6903 -1.4127
H -3.6391 4.3035 -1.5094
H 1.0085 1.2908 5.7409
C -4.5930 -2.7957 -2.2411
H 5.4762 0.1586 3.4751
F -7.1329 -0.8233 4.3904
C -0.0306 -0.2101 -3.7191
H -3.5562 2.8194 0.4535
C -0.4444 2.2631 -0.7916
C 2.0339 -1.5834 2.0018
Si 1.9751 -1.5071 -2.1794
C -3.1899 -0.3365 -1.8907
C 2.5628 -6.1064 -2.6768
C -1.6838 4.7506 -3.3455
F -7.9142 0.1502 2.6258
F -1.1556 4.1622 -4.4268
C 2.6434 1.8486 1.3383
C 3.5113 -0.5928 -1.6524
O 0.9428 -1.3026 -0.9008
H 4.3294 -3.2356 -2.9186
Mn -0.1250 -0.7054 0.3767
C 2.5467 0.5161 1.7296
N 1.5662 -0.4566 1.4958
H 0.4909 -6.2502 -2.1492
C -1.8138 -3.0081 0.0033
C -2.7871 -1.4957 -1.2315
C 3.7521 2.5517 1.7561
C 2.2592 -3.3404 -2.3382
C 3.4812 -3.8844 -2.7371
H -0.6885 3.8714 1.8731
H 0.3430 3.1533 -2.5779
H 1.5743 -3.5857 2.6308
F -7.4633 1.3160 4.3929
F 2.9430 4.0985 5.4243
H -3.0732 -4.6001 -0.5220
C -0.4985 3.0884 -1.9014
H -5.8370 -1.6702 -3.5481
C -2.7455 3.7313 -1.3017
N -1.7431 -1.7310 -0.3265
C 1.1895 -4.2171 -2.1323
C 3.6328 -5.2544 -2.9043
H -3.3831 -1.1381 1.2222
P -1.4128 1.0309 1.4843
H -0.2272 0.1351 3.9458
C 1.2352 -0.7919 -3.7246
H 2.6816 -7.1726 -2.8114
F -2.9300 5.1253 -3.6478
H 0.5297 5.0119 3.6850
F 1.7426 3.2133 6.9910
C 1.6807 3.9175 5.8567
H 5.6053 2.5501 2.8447
H 1.9300 -0.3652 -7.0229
H -5.3551 2.3856 4.0761
C 1.9298 -0.8415 -4.9359
C 0.8616 3.2114 4.7997
H -0.5102 -2.4485 2.5535
H -1.3955 -4.3293 1.6304
N -2.8371 -3.6238 -0.6076
H 0.4711 1.6952 -0.6216
F 1.1789 5.1222 6.1415
C 4.7568 1.9561 2.5358
C -4.9199 1.6229 3.4462
C 0.3729 3.9425 3.7274
C -1.5393 2.1673 0.0739
F -0.9694 5.8573 -3.0982
H 3.7517 -2.1229 3.0738
C 3.5729 -0.0726 2.4678
C -3.0753 0.7824 2.1455
H -4.6304 0.4448 -3.2480
C -5.0948 -0.5100 2.3338
C 4.4647 -1.1572 -0.8015
C 0.6428 1.8437 4.8868
H -5.1211 -3.7284 -2.3764
C -0.8540 -3.6727 0.9430
H -0.5916 -0.1730 -2.7921
C 5.6245 0.9410 -0.6369
```

Its total energy is -5150.54496 Ha. The HOMO-LUMO gap (alpha / beta) is 6.42 / 7.25 eV. For the energy above the lowest of the compared OMol25 structures with the same formula, charge and spin, the calculation gives 0.0 kJ/mol. The multiplicity is 5. The expectation value of S² is 6.057. Its charge is +2.